# 1
C25H31N5RuS2Te | ωB97M-V with the def2-TZVPD basis set

XYZ file:
```
65
C25H31N5RuS2Te | OMol25 | ωB97M-V with the def2-TZVPD basis set
C 1.62630 2.09385 2.83522
C -0.09688 -3.25666 -4.97555
C -4.33418 -1.67337 0.78264
C 0.77416 1.11787 2.26663
H 3.31575 4.65671 -0.23040
H -3.30655 -2.98657 -0.57835
H 2.67276 1.95883 2.60319
N -1.28702 0.01742 1.88795
H 3.02635 -2.50267 -1.10026
H 4.25451 2.92447 -2.09454
C -1.65704 -2.48618 -3.16455
C 1.38457 3.16664 3.67736
C 3.05058 -1.31198 0.65212
H 4.14209 -1.38158 0.65201
H -4.88757 -0.72879 0.72737
Te 0.07406 -3.55226 1.74552
C -3.78602 -2.00436 -0.60159
N 1.14656 -1.59180 -0.92978
H -2.88522 0.05622 3.21251
C 2.98002 3.65254 -0.48664
H -3.29877 0.57528 1.59366
S 2.01327 2.06160 -2.36703
H 3.00456 -0.76857 -1.43087
H 3.48636 2.93573 0.16829
N -1.37742 -1.41650 -1.04529
H -2.41575 -2.22804 1.60443
N 1.25463 0.13869 1.51483
H -2.99467 -0.62476 -2.10463
C -1.43929 2.09506 3.07914
H -2.19900 -3.34339 -4.96786
H 1.09426 3.74831 0.54420
C -2.76232 -0.96471 -1.09239
H 2.49370 -2.30680 -3.00406
C 2.59319 -1.55105 -0.77682
H 3.01109 0.84747 0.61146
C 1.12185 -2.96572 -4.40737
C -0.84277 -1.98831 -2.10639
C -3.25148 -1.57716 1.86607
H 3.23192 0.12198 2.20468
C -2.71686 -0.16783 2.15572
C 0.19335 3.68090 4.15228
S -0.59322 2.04079 -0.89565
H -1.90099 3.77255 4.20219
C 0.92383 2.61884 -1.10901
C 3.25346 3.32312 -1.94918
H -2.71734 -2.44919 -2.95717
Ru -0.09982 -0.98974 0.51281
C -1.34029 -3.03697 -4.37923
H 1.98920 -3.18005 -5.02334
H -4.61418 -2.07047 -1.31286
H 0.24150 4.55003 4.79476
H -3.65172 -1.98365 2.79602
H 2.67550 -2.10936 1.29615
C 0.62656 -2.04953 -2.07745
H 2.28158 3.69097 3.99290
C 1.43393 -2.44284 -3.15599
C -0.69199 1.06863 2.44023
C -1.06486 3.19381 3.82226
H -0.09746 -3.68713 -5.96832
H -2.81701 -0.07471 -0.46476
H -5.06524 -2.43324 1.06680
H 3.11405 4.19512 -2.58637
C 2.67813 0.02681 1.26471
N 1.53698 3.54941 -0.34317
H -2.50768 2.00629 2.96071
```

## Properties
Kohn-Sham gap (spin up / spin down) = 6.3 / 5.6 eV
2S+1 = 5
HOMO energy (spin up / spin down) = -0.2231 / -0.2431 Eh
relative energy (zero: lowest compared OMol25 entry of this formula, charge and spin) = 0.000 eV

Results of the natural (NBO) charge analysis, in e, for atoms 1 through 4: atom 1 (C): -0.354, atom 2 (C): -0.262, atom 3 (C): -0.386, atom 4 (C): 0.316



# 2
C5H4O3 | ωB97M-V with the def2-TZVPD basis set

XYZ file:
```
12
C5H4O3 | OMol25 | ωB97M-V with the def2-TZVPD basis set
O 1.71018 1.00794 -0.26812
C -0.86461 -1.98546 -1.48722
C -0.66299 0.92022 0.31038
H -1.49119 -1.98806 -2.33632
C -0.24733 -1.54180 -0.52149
C -1.55748 1.73173 0.38976
H -2.26384 2.48101 0.62123
H 0.77716 -1.69716 1.11022
O 0.87955 -1.85493 0.15363
O 1.15080 0.24235 1.78496
C 0.87805 0.73342 0.73277
H 1.69171 1.95073 -0.48980
```

## Properties
Kohn-Sham gap = 9.2 eV
HOMO energy = -0.3400 Eh
SMILES = C#CC(=O)O.C#CO
relative energy (zero: lowest compared OMol25 entry of this formula, charge and spin) = 6.518 eV

Results of the natural (NBO) charge analysis, in e, for atoms 1 through 4: atom 1 (O): -0.678, atom 2 (C): -0.266, atom 3 (C): -0.177, atom 4 (H): 0.225



Among the records above, which one has the lowest relative energy (zero: lowest compared OMol25 entry of this formula, charge and spin)?
C25H31N5RuS2Te